C15H19ClN2OS | the ωB97M-V functional and the def2-TZVPD basis

Summary:
Total energy, a.u.: -1626.0394
HOMO, eV: -8.74
Frontier orbital gap, Ha: 0.3452

```
! wB97M-V def2-TZVPD RIJCOSX def2/J DEFGRID3
* xyz 0 1
C -1.46 5.52 0.13
C -1.07 4.01 -0.03
C 0.40 3.74 0.33
C 0.61 2.24 0.01
C 1.08 1.47 1.27
S -0.19 1.48 2.59
C 0.14 -0.08 3.15
N -0.68 -0.84 3.75
C -0.09 -2.14 3.86
C 0.86 -2.03 2.70
N 1.23 -0.65 2.46
C 1.41 -0.04 1.15
O 2.80 -0.16 1.14
C 0.68 -0.77 0.01
C -0.73 -0.75 -0.09
C -1.41 -1.50 -1.06
C -0.61 -2.41 -1.82
Cl -1.43 -3.54 -2.75
C 0.79 -2.52 -1.67
C 1.46 -1.64 -0.82
H -1.06 6.12 -0.66
H -1.07 5.98 1.03
H -2.54 5.48 0.19
H -1.31 3.66 -1.02
H -1.78 3.45 0.64
H 0.63 3.95 1.39
H 1.04 4.42 -0.25
H -0.23 1.70 -0.52
H 1.37 2.30 -0.77
H 1.99 1.96 1.65
H 0.37 -2.20 4.83
H -0.91 -2.88 3.86
H 1.83 -2.59 2.84
H 0.35 -2.37 1.79
H 3.03 0.06 2.08
H -1.24 -0.15 0.68
H -2.51 -1.51 -1.28
H 1.20 -3.35 -2.28
H 2.59 -1.51 -0.80
*
```

C15H19IN3O6P2Ru | the ωB97M-V functional and the def2-TZVPD basis

Summary:
Total energy, a.u.: -2273.9825
HOMO, eV: -11.70
Frontier orbital gap, Ha: 0.2900

```
! wB97M-V def2-TZVPD RIJCOSX def2/J DEFGRID3
* xyz 1 1
Ru -0.44 0.84 -0.50
N 1.59 -2.59 -2.07
C 2.22 -1.25 -1.71
C 3.73 -1.33 -1.86
P 1.61 -0.75 -0.08
O 2.53 -1.56 0.92
O 1.67 0.75 0.07
O 0.15 -1.18 -0.02
P 1.45 -0.14 -3.03
O 2.49 1.05 -3.20
O 1.40 -1.06 -4.20
O 0.17 0.42 -2.47
H 2.15 -3.38 -1.75
H 1.51 -2.56 -3.11
H 0.65 -2.64 -1.66
H 4.15 -2.10 -1.19
H 4.17 -0.38 -1.59
H 4.00 -1.56 -2.89
H 2.41 -1.33 1.85
H 3.01 0.97 -4.01
C 1.40 1.74 4.68
C 1.16 2.73 3.73
C 0.33 2.48 2.66
C -0.28 1.24 2.54
C -0.05 0.25 3.48
C 0.79 0.50 4.55
N -1.12 0.94 1.42
N -2.21 0.40 1.71
C -2.90 -0.08 0.59
C -4.12 -0.73 0.76
C -4.74 -1.27 -0.35
C -4.14 -1.18 -1.60
C -2.92 -0.53 -1.77
C -2.29 0.03 -0.67
H 2.06 1.94 5.51
H 1.62 3.70 3.84
H 0.13 3.25 1.93
H -0.55 -0.71 3.37
H 0.97 -0.27 5.29
H -4.54 -0.81 1.75
H -5.69 -1.78 -0.24
H -4.63 -1.61 -2.46
H -2.46 -0.46 -2.75
I -0.09 3.40 -1.00
C -1.77 2.10 -1.33
H -1.93 2.00 -2.40
H -2.62 2.48 -0.77
*
```

C15H19IrN2O5S4 | the ωB97M-V functional and the def2-TZVPD basis

Summary:
Total energy, a.u.: -2765.4947
<S²>: 0.764
HOMO (alpha / beta), eV: -11.19 / -11.23
Frontier orbital gap (alpha / beta), Ha: 0.2259 / 0.2291

```
! wB97M-V def2-TZVPD RIJCOSX def2/J DEFGRID3
* xyz 1 2
Ir 0.49 0.16 0.79
C -3.17 -0.29 0.70
C -2.56 -0.19 -0.69
S -1.21 0.99 -0.94
C -1.94 2.50 -0.24
C -1.03 3.29 0.69
S 0.07 2.38 1.81
C -1.02 2.06 3.20
C -2.29 1.31 2.86
S -1.95 -0.28 2.05
H -3.90 0.48 0.90
H -3.67 -1.25 0.78
H -2.10 -1.14 -0.97
H -3.34 0.03 -1.42
H -2.18 3.14 -1.09
H -2.88 2.22 0.23
H -0.33 3.87 0.10
H -1.63 3.97 1.31
H -0.40 1.48 3.89
H -1.26 3.02 3.66
H -2.82 1.06 3.78
H -2.95 1.90 2.23
O 0.64 -0.43 2.73
C 0.93 -1.57 3.35
C 1.08 -1.53 4.74
C 1.32 -2.67 5.47
C 1.42 -3.91 4.83
C 1.32 -3.96 3.46
C 1.08 -2.80 2.71
C 0.99 -2.84 1.28
N 0.40 -1.94 0.49
C 0.53 -2.41 -0.82
C 1.18 -3.58 -0.81
N 1.46 -3.84 0.52
H 0.99 -0.56 5.22
H 1.42 -2.61 6.55
H 1.56 -4.82 5.40
H 1.39 -4.92 2.97
H 0.16 -1.85 -1.66
H 1.47 -4.25 -1.60
H 1.99 -4.62 0.87
O 1.03 2.29 -0.60
S 2.18 1.34 -0.72
O 3.26 1.84 -1.48
O 1.57 0.04 -1.22
O 2.49 0.95 0.73
*
```